No. 1
DFT (ωB97M-V with the def2-TZVPD basis set) results for a cluster of 2 separate species, CH4NO2P in total.

Output
Spin multiplicity   3
HOMO energy (spin up / spin down)   -5.40 / -9.11 eV
Calculated total energy   -586.92065 Eh

XYZ file:
```
9
Properties=species:S:1:pos:R:3:mulliken_charge:R:1
P -1.312 -0.358 0.449 0.479
O -1.317 -1.401 -0.567 -0.370
O 1.118 0.268 0.131 -0.396
N -1.818 1.164 -0.149 -0.529
C 1.925 -0.621 0.181 -0.201
H -1.664 1.856 0.539 0.275
H 1.627 -1.531 0.959 0.181
H -1.437 1.478 -1.044 0.303
H 2.878 -0.855 -0.499 0.258
```

---

No. 2
DFT (ωB97M-V with the def2-TZVPD basis set) results for a cluster of 2 separate species, C2H3NS2 in total.

Output
HOMO energy   -8.96 eV
Calculated total energy   -928.98456 Eh

XYZ file:
```
8
Properties=species:S:1:pos:R:3:mulliken_charge:R:1
S -2.245 -0.551 -0.079 -0.302
S 2.199 -0.335 -0.059 -0.204
N -0.247 1.133 -0.179 -0.496
C -0.617 -0.159 -0.183 0.325
C 0.606 -1.001 -0.179 -0.205
H 0.812 -2.207 0.193 0.284
H 0.720 1.609 -0.232 0.271
H -1.227 1.511 0.718 0.326
```

---

No. 3
DFT (ωB97M-V with the def2-TZVPD basis set) results for a cluster of 4 separate species, C13H24N7O5 in total.

Output
HOMO energy   -3.49 eV
Charge   -1
Calculated total energy   -1269.02035 Eh

XYZ file:
```
49
Properties=species:S:1:pos:R:3:mulliken_charge:R:1
O -1.752 -2.501 3.509 -0.644
O 0.368 -0.577 -2.929 -0.623
O -3.624 1.393 -0.640 -0.664
O 4.613 2.856 1.767 -0.676
O -3.978 -1.565 3.480 -0.782
N -2.271 -3.024 0.502 -0.734
N -0.473 0.031 -4.929 -0.435
N 5.094 2.623 -0.421 -0.391
N -3.599 3.586 -1.156 -0.416
N 3.248 1.642 0.448 -0.185
N -1.585 -1.453 -3.631 -0.369
N -2.874 2.057 -2.658 -0.328
C -1.695 -0.437 0.666 -0.325
C -0.113 0.655 2.832 -0.263
C 2.525 -0.485 3.174 -0.625
C -3.381 2.288 -1.434 0.674
C -0.508 -0.661 -3.775 0.645
C -2.640 -1.695 1.131 0.582
C 4.336 2.403 0.668 0.637
C -0.280 -0.386 1.541 0.633
C 0.895 -1.433 1.074 -0.438
C 2.325 -1.502 1.903 0.563
C 1.337 0.588 3.658 -0.471
C -2.722 -1.938 2.753 0.061
C 3.419 -2.625 1.381 -0.944
H 0.322 0.639 -5.077 0.217
H -2.667 2.780 -3.326 0.135
H 0.735 -2.162 0.171 0.147
H -0.996 1.377 3.119 0.303
H -3.981 3.803 -0.244 0.241
H -1.227 -3.123 0.404 0.258
H 5.922 3.191 -0.299 0.217
H 4.144 -2.956 2.250 0.298
H 2.774 -3.594 1.117 0.268
H 2.651 1.452 1.241 0.073
H -2.597 -3.767 1.161 0.323
H 3.968 -2.334 0.384 0.215
H -3.740 -1.439 0.774 0.119
H -3.406 4.337 -1.796 0.143
H 4.883 2.258 -1.335 0.159
H -2.694 1.093 -2.908 0.197
H -2.276 0.599 0.773 0.284
H -1.650 -1.991 -2.777 0.239
H 3.554 -0.540 3.768 0.195
H -1.362 -0.496 -0.478 -0.223
H 1.478 1.335 4.565 0.234
H -2.317 -1.536 -4.317 0.170
H -1.184 -0.026 -5.638 0.156
H 3.004 1.260 -0.450 0.150
```

---

No. 4
DFT (ωB97M-V with the def2-TZVPD basis set) results for the molecule C4H5ClN2S.

Output
HOMO energy (spin up / spin down)   -7.30 / -7.62 eV
Calculated total energy   -1123.11410 Eh

XYZ file:
```
13
Properties=species:S:1:pos:R:3:mulliken_charge:R:1
Cl -4.165 -0.415 0.006 -0.281
S -2.396 1.816 -0.064 -0.161
N -1.440 -1.979 -0.262 -0.326
N 1.507 1.075 -0.155 -0.378
C -1.549 -0.852 0.353 -0.122
C -2.459 0.073 0.225 0.302
C -0.700 2.124 -0.046 -0.154
C 0.191 1.151 -0.245 -0.084
H 2.001 1.769 0.447 0.215
H -0.658 -2.547 0.007 0.257
H -0.357 3.175 0.210 0.290
H -2.333 -2.435 -0.516 0.211
H 2.237 0.584 -0.703 0.230
```

---

No. 5
DFT (ωB97M-V with the def2-TZVPD basis set) results for a cluster of 2 separate species, C5H8O in total.

Output
HOMO energy   -9.52 eV
Calculated total energy   -270.45647 Eh
SMILES   C1=C[C@@H]2O[C@@H]2C1.[H][H]

XYZ file:
```
14
Properties=species:S:1:pos:R:3:mulliken_charge:R:1
O -1.639 0.992 -0.833 -0.440
C 0.636 0.171 -1.177 -0.683
C -0.821 -0.158 -1.073 0.077
C -0.015 0.743 1.026 -0.726
C 1.063 0.711 -0.034 -0.355
C -1.235 0.216 0.287 -0.135
H 1.235 0.017 -2.068 0.392
H -0.168 1.750 1.433 0.325
H 1.138 -2.365 0.906 0.219
H 0.232 0.077 1.865 0.328
H -1.286 -0.958 -1.644 0.430
H 2.069 1.079 0.148 0.364
H -2.042 -0.276 0.828 0.423
H 0.835 -1.999 0.336 -0.219
```